# 1
# C48H51FGaIN7

A structure of composition C48H51FGaIN7 (wB97M-V/def2-TZVPD, the Open Molecules 2025 dataset).

The value obtained for the electronic energy is -4564.94001 Eh. The HOMO energy comes out at -10.28 eV. The charge is +1. The HOMO-LUMO gap comes out at 7.4 eV.

Last column: Mulliken charge in e.
CARTESIAN COORDINATES (ANGSTROEM)
Ga  0.618  1.437  -1.681  1.33
C  5.249  -0.414  -2.136  -1.46
C  3.857  -0.013  -1.578  0.15
C  4.026  0.926  -0.377  -1.23
C  3.037  -1.300  -1.286  1.74
C  3.608  -2.388  -0.325  -1.21
C  2.005  -3.810  -0.001  -0.12
C  0.603  -3.736  -0.584  -1.42
C  -0.100  -2.778  -1.153  0.31
C  -1.561  -2.854  -1.388  1.13
C  -2.255  -4.126  -0.875  -1.94
C  -2.357  -1.732  -0.721  -0.32
C  0.436  -1.441  -1.522  0.70
N  0.249  -0.725  -2.588  0.18
C  -0.320  -1.216  -3.823  0.42
C  -0.099  -2.523  -4.316  0.16
C  -0.547  -2.951  -5.608  -1.03
C  -1.125  -1.987  -6.452  -0.58
C  -1.432  -0.770  -5.939  -0.77
C  -1.059  -0.372  -4.673  -0.34
F  -1.247  0.890  -4.220  0.04
H  5.734  0.517  -2.461  0.48
H  5.221  -1.135  -2.949  0.33
H  5.881  -0.785  -1.272  0.30
H  3.311  0.495  -2.395  0.43
H  4.513  0.474  0.467  0.32
H  3.037  1.219  -0.023  -0.06
H  4.583  1.816  -0.642  0.50
H  4.611  -2.235  -0.028  0.65
H  2.006  -4.721  0.568  0.64
H  0.004  -4.632  -0.373  0.37
H  -1.710  -2.778  -2.452  0.08
H  -2.096  -4.381  0.181  0.41
H  -1.951  -5.097  -1.380  0.42
H  -3.329  -3.944  -1.064  0.43
H  -2.351  -1.858  0.357  0.20
H  -3.391  -1.812  -1.032  0.87
H  -2.009  -0.702  -0.949  -1.05
H  0.453  -3.239  -3.747  0.25
H  -0.342  -3.977  -5.937  0.43
H  -1.414  -2.234  -7.463  0.42
H  -1.959  -0.068  -6.589  0.43
C  -1.929  -1.437  5.182  -1.41
C  -0.519  -0.870  5.285  0.74
C  0.206  -1.048  6.453  -0.71
C  1.483  -0.542  6.560  -0.76
C  2.033  0.155  5.459  -1.10
C  1.326  0.278  4.273  0.32
C  0.070  -0.305  4.183  -0.21
N  -0.711  -0.172  3.014  0.29
C  -0.160  -0.260  1.751  -1.50
N  0.778  -1.248  1.668  1.39
C  1.653  -1.475  0.632  -0.24
C  1.561  -1.070  -0.634  -1.04
C  2.866  -2.119  -2.543  -1.08
C  2.972  -3.419  -2.359  -1.72
C  3.233  -3.742  -0.920  -0.05
C  2.608  -2.514  0.817  1.09
C  3.071  -3.000  2.167  -1.79
N  -0.499  0.471  0.769  1.09
C  -1.327  1.558  1.100  -1.18
C  -2.678  1.536  1.239  -0.99
C  -3.325  2.840  1.572  -0.43
C  -2.697  3.494  2.810  -0.52
C  -1.151  4.801  2.438  -0.86
C  -0.863  4.280  0.895  0.71
C  0.361  4.846  0.204  -1.44
H  -2.377  -1.571  6.149  0.44
H  -1.832  -2.369  4.635  0.30
H  -2.609  -0.821  4.529  0.19
H  -0.204  -1.519  7.322  0.46
H  2.052  -0.679  7.466  0.44
H  2.996  0.607  5.578  0.46
H  1.789  0.826  3.452  0.48
H  -1.562  0.381  3.084  0.52
H  0.802  -1.880  2.446  0.37
H  2.516  -1.619  -3.441  0.97
H  2.913  -4.168  -3.163  0.33
H  3.946  -4.533  -0.790  0.61
H  3.963  -3.670  2.146  0.44
H  2.261  -3.513  2.694  0.39
H  3.358  -2.162  2.788  0.42
H  -3.271  0.651  1.094  0.44
H  -4.408  2.713  1.733  0.73
H  -3.244  3.203  3.691  0.55
H  -0.533  5.583  2.822  0.58
H  0.183  5.879  -0.094  0.36
H  0.542  4.286  -0.710  0.13
H  1.208  4.826  0.918  0.43
I  -5.809  2.058  -2.836  0.12
C  -3.866  2.717  -2.842  -0.90
C  -3.571  3.963  -3.375  -0.29
C  -2.270  4.308  -3.421  -1.15
C  -1.328  3.486  -2.855  -0.30
N  -1.608  2.350  -2.224  0.48
C  -2.895  1.920  -2.204  -0.19
H  -4.316  4.625  -3.780  0.48
H  -1.958  5.263  -3.865  0.46
H  -0.317  3.768  -2.994  0.45
H  -3.073  0.934  -1.703  0.35
N  -2.575  5.001  2.698  -0.64
C  -1.168  3.314  2.851  -0.94
C  -0.607  2.788  1.543  -0.50
N  -1.992  4.372  0.036  -0.29
C  -3.055  3.757  0.362  -0.88
H  -2.654  5.428  3.595  0.39
H  -0.768  2.999  3.780  0.92
H  0.456  2.637  1.628  1.45
H  -3.863  3.785  -0.331  0.72

=====

# 2
# C48H51N3O2SbTeV

A structure of composition C48H51N3O2SbTeV (wB97M-V/def2-TZVPD, the Open Molecules 2025 dataset).

The value obtained for the relative energy (zero: lowest compared OMol25 entry of this formula, charge and spin) is 0.00 kcal/mol. The value obtained for the electronic energy is -3626.72286 Eh. The HOMO energy (alpha / beta) comes out at -6.81 / -6.84 eV. As for the spin multiplicity: 3. Its expectation value of S² is 2.038. The HOMO-LUMO gap (alpha / beta) comes out at 7.1 / 7.2 eV.

Last column: Mulliken spin population.
CARTESIAN COORDINATES (ANGSTROEM)
V  0.206  0.315  1.333  2.09
C  -0.114  -1.600  3.700  0.00
N  -0.992  -0.616  3.048  -0.07
C  -1.342  0.399  4.113  0.03
C  -2.043  1.718  3.730  0.00
C  -1.405  2.547  2.589  0.02
N  -0.035  2.151  2.335  -0.01
C  0.898  2.950  2.713  0.04
C  2.297  2.561  2.708  0.01
C  3.216  3.524  3.091  0.00
C  4.558  3.238  3.215  0.00
C  4.980  1.937  3.047  0.00
C  4.056  0.927  2.863  0.00
C  2.702  1.208  2.626  0.01
O  1.863  0.246  2.454  0.00
C  -2.205  -1.370  2.587  0.02
C  -3.143  -0.629  1.685  0.02
C  -2.698  -0.184  0.290  0.02
N  -1.353  0.359  0.138  -0.15
C  -1.263  0.916  -1.203  0.01
C  -0.101  0.391  -1.991  0.03
C  -0.169  -0.169  -3.264  0.00
C  0.956  -0.314  -4.062  0.00
C  2.157  0.188  -3.581  0.00
C  2.267  0.642  -2.280  0.01
C  1.162  0.712  -1.440  -0.03
O  1.246  1.124  -0.172  0.00
H  -0.564  -2.001  4.609  0.00
H  0.839  -1.128  3.934  0.00
H  0.088  -2.420  3.020  0.01
H  -0.405  0.676  4.588  0.00
H  -1.983  -0.078  4.860  0.00
H  -2.029  2.301  4.645  0.00
H  -3.080  1.543  3.497  0.00
H  -1.468  3.594  2.859  0.00
H  -1.974  2.417  1.666  0.00
H  0.656  3.949  3.078  0.00
H  2.834  4.537  3.242  0.00
H  5.245  4.031  3.486  0.00
H  6.030  1.746  3.121  0.00
H  4.392  -0.099  2.833  0.00
H  -2.784  -1.674  3.450  0.00
H  -1.858  -2.291  2.085  -0.01
H  -3.494  0.267  2.196  0.00
H  -4.017  -1.281  1.582  0.00
H  -3.439  0.570  -0.027  -0.01
H  -2.874  -1.009  -0.400  -0.01
H  -2.197  0.806  -1.771  0.00
H  -1.156  -0.409  -3.653  0.00
H  0.892  -0.695  -5.052  0.00
H  3.054  0.133  -4.201  0.00
H  3.212  0.984  -1.901  0.00
C  4.512  -4.277  3.191  0.00
C  4.782  -3.166  2.398  0.00
C  3.792  -2.587  1.620  0.00
C  2.545  -3.208  1.509  -0.01
C  2.268  -4.306  2.317  0.00
C  3.243  -4.847  3.155  0.00
Sb  1.114  -2.308  0.186  -0.01
C  2.149  -2.728  -1.640  0.00
C  3.501  -2.441  -1.760  0.00
C  4.200  -2.722  -2.938  0.00
C  3.552  -3.360  -3.978  0.00
C  2.203  -3.665  -3.880  0.00
C  1.515  -3.324  -2.730  0.00
C  -0.231  -3.968  -0.034  -0.01
C  -1.605  -3.767  -0.082  0.01
C  -2.462  -4.838  -0.261  0.00
C  -1.943  -6.115  -0.380  0.00
C  -0.570  -6.341  -0.295  0.00
C  0.280  -5.256  -0.135  0.00
H  5.269  -4.724  3.806  0.00
H  5.752  -2.680  2.432  0.00
H  4.039  -1.718  1.053  0.00
H  1.276  -4.738  2.322  0.00
H  2.990  -5.702  3.778  0.00
H  4.056  -1.957  -0.953  0.00
H  5.262  -2.513  -2.991  0.00
H  4.111  -3.650  -4.885  0.00
H  1.691  -4.138  -4.723  0.00
H  0.474  -3.559  -2.647  0.00
H  -2.000  -2.772  0.039  0.00
H  -3.544  -4.675  -0.313  0.00
H  -2.619  -6.929  -0.525  0.00
H  -0.184  -7.358  -0.354  0.00
H  1.347  -5.399  -0.072  0.00
C  -5.135  6.306  -4.777  0.00
C  -4.273  5.419  -3.909  0.00
C  -4.366  5.456  -2.497  0.00
C  -3.557  4.684  -1.681  0.00
C  -3.663  4.783  -0.164  0.00
C  -2.587  3.856  -2.291  0.00
Te  -1.014  3.149  -1.053  -0.01
C  -2.479  3.788  -3.690  0.00
C  -1.342  3.028  -4.325  0.00
C  -3.360  4.546  -4.465  0.00
H  -5.960  6.748  -4.209  0.00
H  -5.544  5.738  -5.615  0.00
H  -4.514  7.120  -5.178  0.00
H  -5.120  6.090  -2.038  0.00
H  -4.590  5.276  0.080  0.00
H  -2.795  5.347  0.218  0.00
H  -3.699  3.790  0.298  0.00
H  -1.112  2.132  -3.751  0.00
H  -0.454  3.643  -4.347  0.00
H  -1.565  2.695  -5.330  0.00
H  -3.257  4.501  -5.525  0.00

=====

Q: electronic energy of number 1 (C48H51FGaIN7)?
A: -4564.94001 Eh